Formula: C46H107F6N17O12P4S2
Source: the Open Molecules 2025 dataset
Level of theory: ωB97M-V/def2-TZVPD

Each atom is followed by the atoms it is bonded to, with distances in Å.
Positions of all 194 atoms, in Å:
1 C -11.21227 -3.58794 12.40945  C2 1.562, H10 1.090, H11 1.090, H12 1.090
2 C -10.12285 -2.54194 12.01038  C1 1.562, C3 1.604, N6 1.476, H13 1.090
3 C -9.32567 -3.21424 10.79226  C2 1.604, O4 1.417, H14 1.090, H15 1.090
4 O -8.22549 -2.37677 10.48395  C3 1.417, C5 1.399
5 C -7.55747 -2.59061 9.27396  O4 1.399, H16 1.090, H17 1.090, H18 1.090
6 N -10.59072 -1.22288 11.54276  C2 1.476, H7 1.010, H8 1.010, H9 1.010
7 H -11.13473 -0.82128 12.29301  N6 1.010
8 H -9.84275 -0.55108 11.44622  N6 1.010
9 H -11.18142 -1.31011 10.72817  N6 1.010
10 H -11.91793 -3.11981 13.09576  C1 1.090
11 H -10.87472 -4.53765 12.82446  C1 1.090
12 H -11.75175 -3.86121 11.50260  C1 1.090
13 H -9.39908 -2.26762 12.77785  C2 1.090
14 H -9.88267 -3.31807 9.86110  C3 1.090
15 H -8.87540 -4.10219 11.23600  C3 1.090
16 H -6.70035 -1.91955 9.32984  C5 1.090
17 H -8.18140 -2.40336 8.40003  C5 1.090
18 H -7.09421 -3.57722 9.28424  C5 1.090
19 C -12.71051 3.89464 16.65780  F20 1.368, F21 1.332, F22 1.322, S23 1.990
20 F -12.09865 4.38262 17.78019  C19 1.368
21 F -14.01478 4.15980 16.71006  C19 1.332
22 F -12.21735 4.61529 15.66515  C19 1.322
23 S -12.33105 1.95535 16.42023  C19 1.990, O24 1.462, O25 1.477, N26 1.717, S27 2.512
24 O -11.02706 1.93355 15.76052  S23 1.462
25 O -12.31523 1.33510 17.76013  S23 1.477
26 N -13.57439 1.50590 15.32439  S23 1.717, S27 1.472
27 S -14.51807 0.74755 16.16112  S23 2.512, N26 1.472, O28 1.487, O29 1.477, C30 2.006
28 O -14.05836 -0.55530 16.71014  S27 1.487
29 O -15.26386 1.62010 17.09022  S27 1.477
30 C -15.88719 0.34101 14.75237  S27 2.006, F31 1.367, F32 1.312, F33 1.338
31 F -16.73914 1.35964 14.42975  C30 1.367
32 F -15.29237 -0.06461 13.65530  C30 1.312
33 F -16.70494 -0.62933 15.17578  C30 1.338
34 N -13.27676 -9.93924 11.68809  C35 1.382, C38 1.358, H39 1.010
35 C -13.30379 -9.75877 10.31792  N34 1.382, C36 1.395, H40 1.080
36 C -14.20838 -8.73403 10.04005  C35 1.395, C37 1.403, H41 1.080
37 C -14.57450 -8.15544 11.26468  C36 1.403, C38 1.421, H42 1.080
38 C -14.10346 -9.03553 12.27544  N34 1.358, C37 1.421, H43 1.080
39 H -12.70926 -10.59604 12.20449  N34 1.010
40 H -12.74138 -10.42086 9.67626  C35 1.080
41 H -14.35685 -8.43372 9.01332  C36 1.080
42 H -15.14970 -7.26527 11.47237  C37 1.080
43 H -14.36371 -9.06653 13.32315  C38 1.080
44 N -6.92645 -4.63264 16.86899  C45 1.367, C48 1.377, H49 1.010
45 C -7.13278 -3.42475 17.47505  N44 1.367, C46 1.391, H50 1.080
46 C -7.86020 -3.66673 18.63542  C45 1.391, C47 1.393, H51 1.080
47 C -8.02798 -5.04134 18.78785  C46 1.393, C48 1.393, H52 1.080
48 C -7.47154 -5.62547 17.65174  N44 1.377, C47 1.393, H53 1.080
49 H -6.50636 -4.82912 15.97176  N44 1.010
50 H -6.71566 -2.53442 17.02817  C45 1.080
51 H -8.29253 -2.98843 19.35611  C46 1.080
52 H -8.57776 -5.51340 19.58867  C47 1.080
53 H -7.39205 -6.64691 17.31007  C48 1.080
54 N -14.79968 4.38863 11.35447  C55 1.394, C58 1.394, H59 1.010
55 C -14.11802 4.41982 10.13935  N54 1.394, C56 1.413, H60 1.080
56 C -14.74537 5.37817 9.31228  C55 1.413, C57 1.417, H61 1.080
57 C -15.75554 5.93755 10.13319  C56 1.417, C58 1.377, H62 1.080
58 C -15.85713 5.29761 11.34849  N54 1.394, C57 1.377, H63 1.080
59 H -14.54193 3.76286 12.10418  N54 1.010
60 H -13.31600 3.75534 9.85368  C55 1.080
61 H -14.51230 5.57916 8.27706  C56 1.080
62 H -16.50116 6.63453 9.78011  C57 1.080
63 H -16.54863 5.42539 12.16820  C58 1.080
64 O -1.72341 -5.09873 12.95971  P65 1.508
65 P -0.34904 -4.67710 13.41355  O64 1.508, N66 1.739, N69 1.736, N72 1.710
66 N -0.07995 -4.38955 15.10727  P65 1.739, C67 1.464, C68 1.414
67 C -0.28280 -5.57099 15.94722  N66 1.464, H75 1.090, H76 1.090, H77 1.090
68 C -0.62876 -3.20521 15.65102  N66 1.414, H78 1.090, H79 1.090, H80 1.090
69 N 0.17657 -3.21326 12.64307  P65 1.736, C70 1.433, C71 1.481
70 C -0.28990 -3.09857 11.29264  N69 1.433, H81 1.090, H82 1.090, H83 1.090
71 C 1.42116 -2.49053 12.99079  N69 1.481, H84 1.090, H85 1.090, H86 1.090
72 N 0.93988 -5.68070 12.90662  P65 1.710, C73 1.453, C74 1.454
73 C 0.79500 -6.32226 11.61131  N72 1.453, H87 1.090, H88 1.090, H89 1.090
74 C 2.29760 -5.66324 13.42542  N72 1.454, H90 1.090, H91 1.090, H92 1.090
75 H -0.15795 -5.23176 16.97554  C67 1.090
76 H 0.33563 -6.44164 15.72901  C67 1.090
77 H -1.31963 -5.90098 15.88240  C67 1.090
78 H 0.11349 -2.69399 16.26406  C68 1.090
79 H -1.52368 -3.47217 16.21312  C68 1.090
80 H -0.96126 -2.53136 14.86142  C68 1.090
81 H -0.14181 -2.09809 10.88621  C70 1.090
82 H 0.19125 -3.85642 10.67439  C70 1.090
83 H -1.37580 -3.17822 11.24191  C70 1.090
84 H 2.25788 -2.85406 12.39427  C71 1.090
85 H 1.25355 -1.42632 12.82512  C71 1.090
86 H 1.69681 -2.66719 14.03046  C71 1.090
87 H 1.27414 -7.30132 11.61297  C73 1.090
88 H -0.28074 -6.38254 11.44623  C73 1.090
89 H 1.26168 -5.74204 10.81528  C73 1.090
90 H 2.78594 -6.59014 13.12461  C74 1.090
91 H 2.29176 -5.70797 14.51449  C74 1.090
92 H 2.81972 -4.74000 13.17420  C74 1.090
93 O -13.80618 -1.30737 7.11392  P94 1.468
94 P -14.67648 -1.38088 5.93411  O93 1.468, N95 1.758, N98 1.743, N101 1.741
95 N -14.07038 -2.46443 4.68964  P94 1.758, C96 1.449, C97 1.467
96 C -14.71827 -2.70731 3.41639  N95 1.449, H104 1.090, H105 1.090, H106 1.090
97 C -12.64253 -2.78472 4.79370  N95 1.467, H107 1.090, H108 1.090, H109 1.090
98 N -14.93236 0.11058 5.06960  P94 1.743, C99 1.486, C100 1.433
99 C -16.13818 0.30682 4.22418  N98 1.486, H110 1.090, H111 1.090, H112 1.090
100 C -13.90286 1.07990 4.83683  N98 1.433, H113 1.090, H114 1.090, H115 1.090
101 N -16.29603 -1.98319 6.14386  P94 1.741, C102 1.454, C103 1.482
102 C -17.22981 -1.14452 6.87860  N101 1.454, H116 1.090, H117 1.090, H118 1.090
103 C -16.72271 -3.39866 6.24253  N101 1.482, H119 1.090, H120 1.090, H121 1.090
104 H -14.48045 -3.71156 3.06565  C96 1.090
105 H -14.42669 -1.95462 2.68389  C96 1.090
106 H -15.80773 -2.67957 3.43607  C96 1.090
107 H -12.11101 -1.83787 4.69846  C97 1.090
108 H -12.27741 -3.37709 3.95472  C97 1.090
109 H -12.41393 -3.22622 5.76370  C97 1.090
110 H -15.79132 0.60684 3.23535  C99 1.090
111 H -16.72963 -0.58749 4.02795  C99 1.090
112 H -16.72089 1.11565 4.66502  C99 1.090
113 H -14.21412 2.09719 4.59948  C100 1.090
114 H -13.28339 1.02218 5.73183  C100 1.090
115 H -13.27113 0.66287 4.05253  C100 1.090
116 H -17.52420 -1.54044 7.85056  C102 1.090
117 H -16.95746 -0.10721 7.07325  C102 1.090
118 H -18.16905 -1.11273 6.32641  C102 1.090
119 H -17.75466 -3.45503 5.89614  C103 1.090
120 H -16.74256 -3.68031 7.29533  C103 1.090
121 H -16.04167 -4.00635 5.64671  C103 1.090
122 O -8.78036 -12.48218 12.23080  P123 1.518
123 P -7.56458 -12.44386 11.32285  O122 1.518, N124 1.718, N127 1.745, N130 1.690
124 N -6.23925 -13.40059 11.85060  P123 1.718, C125 1.467, C126 1.495
125 C -6.43586 -14.57090 12.71352  N124 1.467, H133 1.090, H134 1.090, H135 1.090
126 C -4.84655 -13.10640 11.39257  N124 1.495, H136 1.090, H137 1.090, H138 1.090
127 N -6.91895 -10.83096 11.15955  P123 1.745, C128 1.464, C129 1.494
128 C -7.63466 -9.79992 10.40597  N127 1.464, H139 1.090, H140 1.090, H141 1.090
129 C -6.30419 -10.32259 12.42299  N127 1.494, H142 1.090, H143 1.090, H144 1.090
130 N -7.85065 -13.08510 9.78576  P123 1.690, C131 1.458, C132 1.470
131 C -8.90772 -14.04535 9.49010  N130 1.458, H145 1.090, H146 1.090, H147 1.090
132 C -6.88023 -12.98316 8.68638  N130 1.470, H148 1.090, H149 1.090, H150 1.090
133 H -5.68309 -14.56848 13.50185  C125 1.090
134 H -6.33288 -15.49206 12.13996  C125 1.090
135 H -7.43869 -14.55858 13.14044  C125 1.090
136 H -4.58616 -13.77223 10.56979  C126 1.090
137 H -4.11478 -13.20666 12.19419  C126 1.090
138 H -4.70192 -12.07371 11.07518  C126 1.090
139 H -7.85862 -10.02533 9.36332  C128 1.090
140 H -8.62116 -9.62712 10.83617  C128 1.090
141 H -6.92724 -8.97069 10.40172  C128 1.090
142 H -5.25137 -10.08154 12.27623  C129 1.090
143 H -6.82175 -9.42844 12.77046  C129 1.090
144 H -6.43832 -11.02607 13.24471  C129 1.090
145 H -9.45305 -14.27878 10.40454  C131 1.090
146 H -9.62598 -13.63654 8.77944  C131 1.090
147 H -8.60796 -15.01576 9.09440  C131 1.090
148 H -7.25971 -12.70288 7.70376  C132 1.090
149 H -6.35004 -13.92005 8.51546  C132 1.090
150 H -6.11482 -12.28658 9.02845  C132 1.090
151 O -7.91245 2.88165 9.23944  P152 1.515
152 P -6.66135 3.71606 9.05984  O151 1.515, N153 1.723, N156 1.726, N159 1.698
153 N -6.78664 5.34636 9.60168  P152 1.723, C154 1.479, C155 1.482
154 C -8.13245 5.87880 9.90389  N153 1.479, H162 1.090, H163 1.090, H164 1.090
155 C -5.72098 6.37336 9.68333  N153 1.482, H165 1.090, H166 1.090, H167 1.090
156 N -6.11982 3.72097 7.42067  P152 1.726, C157 1.484, C158 1.474
157 C -5.65463 2.50912 6.70054  N156 1.484, H168 1.090, H169 1.090, H170 1.090
158 C -6.28779 4.90454 6.55822  N156 1.474, H171 1.090, H172 1.090, H173 1.090
159 N -5.42229 3.07883 10.03074  P152 1.698, C160 1.449, C161 1.488
160 C -4.01192 3.37959 9.89078  N159 1.449, H174 1.090, H175 1.090, H176 1.090
161 C -5.80013 2.34017 11.26577  N159 1.488, H177 1.090, H178 1.090, H179 1.090
162 H -8.96374 5.36919 9.41669  C154 1.090
163 H -8.11932 6.93460 9.63331  C154 1.090
164 H -8.22972 5.89739 10.98938  C154 1.090
165 H -6.04885 7.40386 9.81991  C155 1.090
166 H -5.10719 6.36873 8.78258  C155 1.090
167 H -5.07270 6.15378 10.53163  C155 1.090
168 H -4.92923 1.96080 7.30157  C157 1.090
169 H -6.51100 1.85270 6.54617  C157 1.090
170 H -5.12602 2.79503 5.79119  C157 1.090
171 H -7.22595 5.43196 6.73088  C158 1.090
172 H -5.49677 5.61779 6.78989  C158 1.090
173 H -6.26335 4.68320 5.49122  C158 1.090
174 H -3.83908 4.45573 9.90231  C160 1.090
175 H -3.39077 2.82443 10.59370  C160 1.090
176 H -3.62426 3.05433 8.92537  C160 1.090
177 H -5.54669 2.89019 12.17207  C161 1.090
178 H -5.28140 1.38153 11.27179  C161 1.090
179 H -6.88656 2.27226 11.32199  C161 1.090
180 C -9.54793 -8.77770 3.73437  C181 1.591, H187 1.090, H188 1.090, H189 1.090
181 C -8.23083 -8.23899 3.02242  C180 1.591, O182 1.437, H190 1.090, H191 1.090
182 O -7.03300 -8.66220 3.69345  C181 1.437, C183 1.299
183 C -6.51618 -8.03240 4.70550  O182 1.299, O184 1.208, O185 1.379
184 O -7.01303 -7.04381 5.19023  C183 1.208
185 O -5.34719 -8.63762 5.11589  C183 1.379, C186 1.399
186 C -4.65553 -8.09263 6.20309  O185 1.399, H192 1.090, H193 1.090, H194 1.090
187 H -9.64716 -9.86299 3.71391  C180 1.090
188 H -10.33195 -8.27277 3.17004  C180 1.090
189 H -9.63611 -8.43477 4.76524  C180 1.090
190 H -8.09639 -7.16699 2.87807  C181 1.090
191 H -8.23492 -8.69744 2.03352  C181 1.090
192 H -3.81266 -7.46530 5.91305  C186 1.090
193 H -4.14064 -8.90304 6.71909  C186 1.090
194 H -5.28422 -7.53421 6.89664  C186 1.090

The value obtained for the highest occupied orbital energy is -7.8006 eV. As for the maximum force: 0.1734 hartree/bohr. The value obtained for the energy is -174465.9462 eV. As for the LUMO energy: -0.760 eV.